C17H22N2O | the ωB97M-V functional and the def2-TZVPD basis

Each atom is followed by the atoms it is bonded to, with distances in Å.
CARTESIAN COORDINATES (ANGSTROEM)
1 C 2.40 0.23 2.74  N2 1.435, H40 1.092, H41 1.087, H42 1.094
2 N 2.28 -0.34 1.43  C1 1.435, C3 1.370, C10 1.374
3 C 3.20 -1.14 0.80  N2 1.370, C4 1.390, C8 1.417
4 C 4.45 -1.59 1.21  C3 1.390, C5 1.378, H39 1.080
5 C 5.16 -2.39 0.34  C4 1.378, C6 1.397, H38 1.080
6 C 4.65 -2.74 -0.91  C5 1.397, C7 1.376, H37 1.080
7 C 3.41 -2.30 -1.32  C6 1.376, C8 1.394, H36 1.080
8 C 2.67 -1.49 -0.47  C3 1.417, C7 1.394, C9 1.421
9 C 1.40 -0.86 -0.57  C8 1.421, C10 1.366, H35 1.072
10 C 1.20 -0.18 0.60  N2 1.374, C9 1.366, C11 1.495
11 C 0.04 0.67 1.01  C10 1.495, N12 1.442, H33 1.097, H34 1.100
12 N -0.95 0.77 -0.03  C11 1.442, C13 1.353, H32 1.006
13 C -2.22 0.34 0.15  N12 1.353, O14 1.214, C15 1.530
14 O -2.62 -0.07 1.22  C13 1.214
15 C -3.12 0.37 -1.09  C13 1.530, C16 1.531, C20 1.533, H31 1.099
16 C -2.81 1.47 -2.11  C15 1.531, C17 1.526, H29 1.093, H30 1.093
17 C -3.07 2.85 -1.51  C16 1.526, C18 1.526, H27 1.092, H28 1.093
18 C -4.53 2.96 -1.08  C17 1.526, C19 1.525, H25 1.092, H26 1.093
19 C -4.87 1.86 -0.07  C18 1.525, C20 1.526, H23 1.091, H24 1.092
20 C -4.58 0.48 -0.66  C15 1.533, C19 1.526, H21 1.090, H22 1.092
21 H -4.79 -0.28 0.10  C20 1.090
22 H -5.23 0.30 -1.52  C20 1.092
23 H -4.27 1.99 0.83  C19 1.091
24 H -5.92 1.93 0.21  C19 1.092
25 H -4.71 3.94 -0.63  C18 1.092
26 H -5.17 2.87 -1.95  C18 1.093
27 H -2.42 3.00 -0.65  C17 1.092
28 H -2.84 3.62 -2.25  C17 1.093
29 H -1.79 1.40 -2.49  C16 1.093
30 H -3.48 1.33 -2.97  C16 1.093
31 H -2.97 -0.61 -1.57  C15 1.099
32 H -0.63 1.04 -0.94  N12 1.006
33 H -0.47 0.23 1.88  C11 1.097
34 H 0.39 1.67 1.29  C11 1.100
35 H 0.73 -0.94 -1.40  C9 1.072
36 H 3.02 -2.58 -2.29  C7 1.080
37 H 5.24 -3.37 -1.55  C6 1.080
38 H 6.13 -2.75 0.64  C5 1.080
39 H 4.86 -1.32 2.17  C4 1.080
40 H 1.52 -0.02 3.35  C1 1.092
41 H 3.28 -0.17 3.23  C1 1.087
42 H 2.49 1.32 2.69  C1 1.094

SMILES = Cn1c(CNC(=O)C2CCCCC2)cc2ccccc21
molecular weight = 270.376 g/mol
LUMO energy = 0.701 eV
HOMO level = -7.87 eV
calculated total energy = -845.785701 hartree

These are the natural (NBO) partial charges, in e, on atoms 1 to 8: atom 1 (C): -0.403, atom 2 (N): -0.365, atom 3 (C): 0.206, atom 4 (C): -0.269, atom 5 (C): -0.216, atom 6 (C): -0.241, atom 7 (C): -0.179, atom 8 (C): -0.111

C17H22N2O2S2 | the ωB97M-V functional and the def2-TZVPD basis

Each atom is followed by the atoms it is bonded to, with distances in Å.
CARTESIAN COORDINATES (ANGSTROEM)
1 C -5.69 -1.25 0.34  O2 1.409, H43 1.095, H44 1.088, H45 1.095
2 O -5.09 0.01 0.57  C1 1.409, C3 1.404
3 C -3.69 -0.02 0.64  O2 1.404, C4 1.541, H41 1.095, H42 1.099
4 C -3.02 -0.23 -0.73  C3 1.541, N5 1.447, H39 1.093, H40 1.092
5 N -1.59 0.02 -0.68  C4 1.447, C6 1.364, C25 1.461
6 C -0.75 -1.01 -0.37  N5 1.364, N7 1.353, S24 1.659
7 N 0.58 -0.75 -0.49  C6 1.353, C8 1.394, H23 1.012
8 C 1.72 -1.46 -0.12  N7 1.394, C9 1.386, C13 1.413
9 C 1.76 -2.78 0.30  C8 1.386, C10 1.386, H22 1.076
10 C 2.97 -3.37 0.64  C9 1.386, C11 1.379, H21 1.079
11 C 4.14 -2.65 0.55  C10 1.379, C12 1.388, H20 1.079
12 C 4.12 -1.33 0.12  C11 1.388, C13 1.382, H19 1.078
13 C 2.93 -0.73 -0.22  C8 1.413, C12 1.382, O14 1.378
14 O 2.80 0.57 -0.67  C13 1.378, C15 1.406
15 C 3.96 1.35 -0.78  O14 1.406, H16 1.089, H17 1.094, H18 1.094
16 H 3.62 2.32 -1.14  C15 1.089
17 H 4.45 1.48 0.19  C15 1.094
18 H 4.67 0.92 -1.49  C15 1.094
19 H 5.05 -0.78 0.05  C12 1.078
20 H 5.09 -3.10 0.81  C11 1.079
21 H 2.98 -4.39 0.97  C10 1.079
22 H 0.85 -3.34 0.37  C9 1.076
23 H 0.82 0.20 -0.76  N7 1.012
24 S -1.36 -2.49 0.07  C6 1.659
25 C -1.18 1.41 -0.85  N5 1.461, C26 1.503, C34 1.535, H38 1.099
26 C -0.25 1.87 0.24  C25 1.503, C27 1.362, S30 1.734
27 C -0.19 1.44 1.53  C26 1.362, C28 1.412, H33 1.075
28 C 0.79 2.12 2.29  C27 1.412, C29 1.355, H32 1.075
29 C 1.46 3.05 1.57  C28 1.355, S30 1.717, H31 1.072
30 S 0.90 3.13 -0.05  C26 1.734, C29 1.717
31 H 2.24 3.71 1.89  C29 1.072
32 H 0.99 1.91 3.33  C28 1.075
33 H -0.82 0.66 1.93  C27 1.075
34 C -0.64 1.68 -2.26  C25 1.535, H35 1.087, H36 1.087, H37 1.087
35 H 0.32 1.21 -2.42  C34 1.087
36 H -1.34 1.29 -2.99  C34 1.087
37 H -0.54 2.75 -2.41  C34 1.087
38 H -2.11 1.99 -0.74  C25 1.099
39 H -3.47 0.44 -1.46  C4 1.093
40 H -3.17 -1.27 -1.05  C4 1.092
41 H -3.40 0.95 1.05  C3 1.095
42 H -3.35 -0.81 1.33  C3 1.099
43 H -5.31 -2.00 1.04  C1 1.095
44 H -6.76 -1.11 0.50  C1 1.088
45 H -5.52 -1.60 -0.68  C1 1.095

SMILES = COCCN(C(=S)Nc1ccccc1OC)[C@H](C)c1cccs1
molecular weight = 350.509 g/mol
LUMO energy = 0.441 eV
HOMO level = -7.92 eV
calculated total energy = -1717.329968 hartree

These are the natural (NBO) partial charges, in e, on atoms 1 to 8: atom 1 (C): -0.251, atom 2 (O): -0.536, atom 3 (C): -0.075, atom 4 (C): -0.250, atom 5 (N): -0.440, atom 6 (C): 0.318, atom 7 (N): -0.630, atom 8 (C): 0.179